No. 1
Below is a 6-piece molecular cluster, C35H68ClNO19S overall in a non-equilibrium geometry, with properties calculated with ωB97M-V with the def2-TZVPD basis set.

Calculated values
* E: -101145.1457 eV
* Kohn-Sham gap: 9.4 eV
* SMILES: CCOCCCCC[C@](Cl)(OC(=O)CSCC)N(C)C(C)=O.CCOC(=O)OC.CCOC(=O)OC.CCOC(=O)OC.CCOC(=O)OC.CCOC(=O)OC

The geometry in ORCA input format:
```
! wB97M-V def2-TZVPD RIJCOSX def2/J DEFGRID3
* xyz 0 1
C -5.6294 1.3068 1.2363
C -6.3083 2.6897 1.7060
O -6.5721 3.6144 0.6302
C -5.3224 4.1298 0.0775
C -5.4902 5.6689 -0.3592
C -4.4997 6.0759 -1.5897
C -3.1021 6.7106 -1.0500
C -2.2670 5.5052 -0.4012
C -0.7145 5.4591 -0.8781
Cl 0.1090 6.8386 0.0792
O -0.5327 5.8021 -2.2635
C -1.1752 4.8743 -3.1367
O -2.2486 5.2418 -3.6898
C -0.6376 3.4253 -3.5301
S -1.8028 2.1374 -2.8583
C -3.4799 2.2736 -3.6288
C -3.5548 1.8470 -5.1716
N -0.1189 4.1516 -0.5276
C 1.3456 4.0761 -0.8088
C -0.4153 3.7364 0.8561
C -1.5046 2.5828 1.1804
O 0.1723 4.2027 1.8751
H -5.3450 0.6986 2.1582
H -4.6741 1.4770 0.6337
H -6.4107 0.6782 0.6671
H -5.7001 3.1596 2.5689
H -7.3395 2.4079 2.1408
H -5.0119 3.4346 -0.7724
H -4.5428 4.0729 0.9205
H -6.5831 5.8501 -0.6278
H -5.1658 6.3304 0.5189
H -5.0311 6.7866 -2.3227
H -4.3086 5.0804 -2.1448
H -3.4286 7.4867 -0.2580
H -2.5574 7.2979 -1.8567
H -2.3545 5.6313 0.7429
H -2.7218 4.4962 -0.6983
H -0.7108 3.3609 -4.6808
H 0.4565 3.2338 -3.2722
H -4.1732 1.5580 -3.0439
H -3.9664 3.3063 -3.5371
H -2.9382 2.5062 -5.8689
H -4.6564 1.9730 -5.5009
H -3.3197 0.7292 -5.2935
H 2.0099 4.1720 0.1244
H 1.5454 3.0077 -1.2073
H 1.7170 4.7849 -1.6161
H -2.0586 2.2235 0.2535
H -0.8769 1.7043 1.5899
H -2.2355 2.9279 2.0004
C 5.1992 0.5234 3.1687
C 6.0379 1.7814 3.2921
O 5.4021 2.8860 2.6379
C 4.4034 3.4664 3.3251
O 4.0153 3.1467 4.4219
O 3.8936 4.4491 2.5652
C 2.7583 5.0971 3.1424
H 4.9587 0.3238 2.1210
H 5.7290 -0.3373 3.5818
H 4.2497 0.6285 3.6983
H 6.9965 1.6296 2.7911
H 6.2544 2.0209 4.3371
H 2.9725 5.4479 4.1548
H 1.9052 4.4202 3.1427
H 2.5146 5.9617 2.5238
C -1.9840 -5.5101 -4.2451
C -0.6386 -5.0399 -3.7252
O -0.0093 -4.1549 -4.6601
C -0.4673 -2.8923 -4.6580
O -1.3367 -2.4518 -3.9468
O 0.1943 -2.2095 -5.6077
C -0.2583 -0.8665 -5.7748
H -1.8800 -5.9419 -5.2438
H -2.4162 -6.2585 -3.5774
H -2.6869 -4.6784 -4.3296
H 0.0264 -5.8985 -3.6098
H -0.7286 -4.5672 -2.7430
H -0.2611 -0.3261 -4.8251
H -1.2542 -0.8628 -6.2225
H 0.4294 -0.3619 -6.4550
C 2.3122 -5.1656 6.0396
C 2.8128 -3.7635 6.3307
O 3.3238 -3.1448 5.1431
C 2.3979 -2.6550 4.3035
O 1.2028 -2.6846 4.4656
O 3.0348 -2.1479 3.2338
C 2.1595 -1.6693 2.2150
H 3.0888 -5.7562 5.5467
H 2.0145 -5.6690 6.9620
H 1.4525 -5.1461 5.3662
H 3.6420 -3.8139 7.0396
H 2.0353 -3.1445 6.7873
H 1.4306 -0.9619 2.6171
H 1.6551 -2.5090 1.7326
H 2.7648 -1.1526 1.4690
C 1.2897 -10.8222 10.3044
C 2.1265 -9.5622 10.4220
O 1.4900 -8.4613 9.7616
C 0.4908 -7.8785 10.4440
O 0.1008 -8.1922 11.5415
O -0.0187 -6.8990 9.6776
C -1.1531 -6.2501 10.2493
H 1.0505 -11.0278 9.2579
H 1.8213 -11.6796 10.7227
H 0.3398 -10.7157 10.8331
H 3.0855 -9.7153 9.9226
H 2.3418 -9.3171 11.4659
H -0.9407 -5.8951 11.2601
H -2.0083 -6.9288 10.2518
H -1.3953 -5.3884 9.6261
C 3.7059 1.8069 -11.1533
C 2.9014 0.6926 -11.7958
O 3.2995 -0.5859 -11.2860
C 2.8051 -0.9056 -10.0793
O 2.0653 -0.2256 -9.4099
O 3.2990 -2.1059 -9.7332
C 2.9195 -2.5287 -8.4247
H 4.7770 1.6163 -11.2577
H 3.4695 2.7688 -11.6132
H 3.4979 1.8773 -10.0834
H 3.0970 0.6764 -12.8701
H 1.8262 0.8449 -11.6659
H 1.8360 -2.4901 -8.2927
H 3.4205 -1.9129 -7.6750
H 3.2439 -3.5620 -8.2975
*
```

No. 2
Below is one molecule with the formula C8H11BN4O2 in a non-equilibrium geometry, with properties calculated with ωB97M-V with the def2-TZVPD basis set.

Calculated values
* E: -19206.3881 eV
* Kohn-Sham gap: 8.5 eV
* SMILES: Cc1nccn1C1(B(O)O)N=CCC=N1
* ΔE to the lowest compared entry with this formula, charge and spin: 0.000 eV

The geometry in ORCA input format:
```
! wB97M-V def2-TZVPD RIJCOSX def2/J DEFGRID3
* xyz 0 1
C 0.2386 0.5826 2.4950
C 1.2171 0.1185 1.4100
N 2.4726 -0.2539 1.6217
C 2.8583 -0.9433 0.4595
C 1.8359 -0.9205 -0.4254
N 0.7611 -0.3158 0.1676
C -0.6192 -0.2136 -0.4272
B -1.2998 -1.6054 0.0698
O -1.0461 -2.8028 -0.4706
O -1.9010 -1.5006 1.2562
N -0.5295 -0.3228 -1.8392
C -0.3183 0.7385 -2.4801
C -0.5427 2.1320 -1.9865
C -1.2183 2.0226 -0.6610
N -1.3574 0.9808 0.0250
H -0.0627 1.5682 2.2551
H -0.6758 -0.2014 2.5545
H 0.8889 0.6207 3.4068
H 3.7984 -1.3462 0.4134
H 1.5988 -1.2100 -1.4211
H -1.3013 -3.6475 -0.0003
H -1.9364 -2.2080 1.8560
H -0.1711 0.4897 -3.6144
H 0.3442 2.7260 -1.8259
H -1.2262 2.7665 -2.5385
H -1.8082 2.7458 -0.3003
*
```

No. 3
Below is C43H31N9O2Ti as an isolated structure, with properties calculated with ωB97M-V with the def2-TZVPD basis set.

Calculated values
* E: -85703.1476 eV
* Kohn-Sham gap: 5.9 eV
* ΔE to the lowest compared entry with this formula, charge and spin: 0.627 eV

The geometry in ORCA input format:
```
! wB97M-V def2-TZVPD RIJCOSX def2/J DEFGRID3
* xyz 2 1
Ti -0.3946 -0.9504 -0.0986
N 0.8237 2.3978 -2.6892
C 0.2861 1.7356 -1.7246
N -0.0694 0.4159 -1.7401
C 0.0547 -0.2481 -2.9303
N -0.4012 -1.4802 -3.0413
N -1.0133 -1.8462 -1.8915
C -1.7072 -2.9248 -1.8963
C -2.6088 -3.1215 -0.7732
C -3.5069 -4.1647 -0.7014
C -4.4703 -4.1372 0.3007
C -4.5039 -3.0563 1.1611
C -3.5364 -2.0685 1.0328
N -2.5891 -2.1109 0.1079
C 0.6370 0.4030 -4.0667
C 0.8092 -0.2386 -5.3048
C 1.3677 0.4529 -6.3488
C 1.7595 1.7904 -6.1799
C 1.5888 2.4318 -4.9747
C 1.0199 1.7396 -3.9009
H 2.2934 3.4645 -2.0888
H 0.1212 2.2515 -0.7895
H -1.7429 -3.5448 -2.7852
H -3.4726 -4.9644 -1.4320
H -5.1985 -4.9348 0.3854
H -5.2709 -2.9652 1.9199
H -3.5347 -1.2051 1.6843
H 0.4943 -1.2696 -5.4112
H 1.4957 -0.0248 -7.3119
H 2.1971 2.3260 -7.0137
H 1.8669 3.4702 -4.8423
O 3.0592 3.9940 -1.7563
C 3.5373 3.5411 -0.6070
O 4.3283 4.1242 0.0751
C 2.9875 2.2075 -0.1643
C 2.3848 2.1221 1.0738
C 1.7490 0.9533 1.4546
N 1.6290 -0.0819 0.5800
C 2.4067 -0.0583 -0.5242
C 3.1000 1.0587 -0.9275
C 2.4338 -1.3416 -1.2566
C 3.4210 -1.6599 -2.1664
C 3.3997 -2.9051 -2.7699
C 2.3988 -3.8000 -2.4272
C 1.4559 -3.4051 -1.5056
N 1.4547 -2.2006 -0.9260
C 1.3597 0.7886 2.8888
C 1.1165 1.8891 3.7029
C 0.9408 1.6937 5.0623
C 1.0286 0.4103 5.5694
C 1.2751 -0.6277 4.6812
N 1.4296 -0.4532 3.3709
H 2.4440 2.9677 1.7430
H 3.6681 1.0598 -1.8493
H 4.2136 -0.9564 -2.3851
H 4.1623 -3.1758 -3.4888
H 2.3458 -4.7857 -2.8675
H 0.6613 -4.0838 -1.2186
H 1.0713 2.8908 3.2931
H 0.7605 2.5371 5.7172
H 0.9264 0.2166 6.6302
H 1.3692 -1.6484 5.0390
C -1.1528 -3.6208 3.9183
C -1.5003 -2.2776 3.9229
C -1.1583 -1.4918 2.8448
N -0.4956 -1.9774 1.7816
C -0.1205 -3.2670 1.8057
C -0.4342 -4.1185 2.8411
H -1.4236 -4.2665 4.7450
H -2.0339 -1.8382 4.7562
H -1.4079 -0.4431 2.8200
H 0.4678 -3.6177 0.9694
H -0.1111 -5.1507 2.8057
C -1.4026 0.6059 0.5742
C -1.7597 1.7469 0.8432
C -2.1745 3.0864 1.0936
C -1.6719 3.7955 2.1903
C -2.0510 5.1098 2.3915
C -2.9349 5.7220 1.5091
C -3.4373 5.0233 0.4169
C -3.0598 3.7097 0.2018
H -0.9934 3.3053 2.8772
H -1.6614 5.6612 3.2376
H -3.2348 6.7495 1.6744
H -4.1236 5.5051 -0.2689
H -3.4375 3.1545 -0.6478
*
```

No. 4
Below is C16H39O6SSi2 as an isolated structure, with properties calculated with ωB97M-V with the def2-TZVPD basis set.

Calculated values
* E: -56100.1044 eV
* Kohn-Sham gap: 4.1 eV

The geometry in ORCA input format:
```
! wB97M-V def2-TZVPD RIJCOSX def2/J DEFGRID3
* xyz -1 1
C 1.1734 -3.3999 1.0642
C 0.1567 -4.5085 0.8330
O 0.7078 -5.6412 0.1485
C 1.0731 -5.4724 -1.1929
C -0.0611 -5.6122 -2.1792
O -1.0111 -4.6045 -1.9584
C -2.0406 -4.5281 -2.8966
C -3.0905 -3.5641 -2.3941
O -2.5767 -2.3038 -2.0299
C -2.3601 -1.4305 -3.1169
Si -2.4055 0.3493 -2.4814
S -0.8625 1.2883 -3.6284
O -2.1926 0.3899 -0.8730
Si -1.7798 1.6638 0.0963
C -0.8636 1.0946 1.5885
C -0.7498 2.1757 2.6728
C 0.6352 2.7991 2.8307
C 1.3916 3.1204 1.5304
C 1.7951 4.5844 1.3472
C 3.1683 4.7407 0.7069
C 3.5221 6.1680 0.3634
O 4.1604 6.7689 1.4707
C 4.4663 8.1226 1.2815
H 2.0880 -3.5741 0.5074
H 1.4032 -3.2928 2.1152
H 0.7890 -2.4533 0.7033
H -0.7187 -4.1349 0.3336
H -0.1961 -4.8709 1.7888
H 1.5868 -4.5276 -1.3823
H 1.7800 -6.2689 -1.4152
H -0.5127 -6.6014 -2.1069
H 0.3494 -5.5178 -3.1926
H -1.6613 -4.2210 -3.8759
H -2.5114 -5.5059 -3.0237
H -3.5973 -3.9755 -1.5303
H -3.8302 -3.4488 -3.1906
H -3.1354 -1.5679 -3.8704
H -1.3855 -1.6210 -3.5739
H -3.7017 0.9799 -2.8129
H -1.0480 2.5352 -3.2157
H -0.9811 2.6552 -0.6790
H -3.0158 2.3784 0.5156
H 0.1133 0.7203 1.3117
H -1.4047 0.2343 1.9696
H -1.4860 2.9645 2.5345
H -1.0091 1.7118 3.6178
H 1.2430 2.1537 3.4530
H 0.5157 3.7291 3.3773
H 0.8131 2.8138 0.6700
H 2.3023 2.5299 1.5123
H 1.0747 5.0798 0.7012
H 1.8125 5.0883 2.3070
H 3.2307 4.1187 -0.1789
H 3.9111 4.4128 1.4259
H 2.6190 6.7344 0.1254
H 4.1751 6.2265 -0.5087
H 4.8709 8.4961 2.2100
H 5.2011 8.2592 0.4884
H 3.5754 8.6953 1.0222
C -3.0884 -4.6290 1.7588
O -2.3324 -4.7154 2.8621
H -2.9727 -3.6782 1.1556
H -2.9146 -5.4307 0.9747
H -4.2075 -4.6826 1.9322
*
```

No. 5
Below is C45H34ClN5O8PReS2 as an isolated structure, with properties calculated with ωB97M-V with the def2-TZVPD basis set.

Calculated values
* E: -116660.0655 eV
* Kohn-Sham gap: 6.6 eV
* ΔE to the lowest compared entry with this formula, charge and spin: 1.040 eV

The geometry in ORCA input format:
```
! wB97M-V def2-TZVPD RIJCOSX def2/J DEFGRID3
* xyz 0 1
Re 1.0008 -0.1006 0.2124
O 6.1759 -2.8844 -0.2213
C 5.3971 -3.3673 -1.1680
O 5.8105 -4.0936 -2.0381
C 3.9469 -3.0103 -1.1103
C 2.9952 -3.4759 -1.9902
Cl 3.1164 -4.5428 -3.3012
N 1.7975 -2.9254 -1.6756
N 1.9287 -2.0994 -0.5984
C 3.2133 -2.1402 -0.2770
C 3.6771 -1.1991 0.7870
O 4.8226 -1.2468 1.2178
O 2.7678 -0.3977 1.2168
C 0.5301 -3.4137 -2.1280
C 0.1877 -4.7310 -1.8491
C -1.0476 -5.2094 -2.2523
C -1.9277 -4.3662 -2.9198
C -1.5675 -3.0559 -3.2001
C -0.3259 -2.5760 -2.8103
H 5.6789 -2.2878 0.4136
H 0.8915 -5.3667 -1.3258
H -1.3225 -6.2353 -2.0462
H -2.8967 -4.7359 -3.2296
H -2.2506 -2.3996 -3.7207
H -0.0248 -1.5574 -3.0056
O 3.4860 0.1373 -1.4289
C 2.3421 0.5621 -1.3289
C 2.0104 1.6905 -2.2967
C 2.9534 2.1451 -3.2143
C 2.6914 3.2777 -3.9622
C 1.4953 3.9696 -3.7834
C 0.5454 3.5056 -2.8892
C 0.7998 2.3501 -2.1538
P -0.3352 1.4262 -1.0755
C -1.4872 2.6526 -0.3218
C -2.3020 3.4540 -1.1294
C -3.1858 4.3612 -0.5722
C -3.2937 4.4714 0.8094
C -2.5226 3.6570 1.6200
C -1.6291 2.7510 1.0581
C -1.4909 0.7751 -2.3664
C -2.7961 0.4138 -2.0342
C -3.6935 -0.0016 -3.0036
C -3.3016 -0.0591 -4.3355
C -2.0028 0.2809 -4.6785
C -1.1043 0.6928 -3.7004
H 3.8909 1.6104 -3.2936
H 3.4218 3.6418 -4.6737
H 1.3036 4.8723 -4.3495
H -0.3747 4.0561 -2.7656
H -2.2802 3.3418 -2.2047
H -3.8032 4.9730 -1.2173
H -3.9881 5.1779 1.2456
H -2.6061 3.7177 2.6978
H -1.0508 2.1206 1.7172
H -3.1346 0.5049 -1.0100
H -4.7058 -0.2628 -2.7225
H -4.0059 -0.3648 -5.0986
H -1.6831 0.2407 -5.7120
H -0.0999 0.9740 -3.9942
O -0.0351 -2.7030 3.9577
C -0.5469 -1.6982 4.7023
C -1.1559 -2.0345 5.9100
C -1.6756 -1.0483 6.7251
C -1.5933 0.2914 6.3552
C -0.9866 0.6260 5.1606
C -0.4633 -0.3536 4.3150
C 0.1621 0.0288 3.0278
O 0.2585 -0.8772 2.1024
N 0.5366 1.2572 2.8688
N 1.1188 1.4999 1.6108
C 1.7721 2.6118 1.6509
S 1.7815 3.5412 3.1394
C 2.6999 4.9364 2.4331
C 3.6523 4.3857 1.3951
S 2.7021 3.2684 0.3321
H 0.3089 -2.2920 3.1356
H -1.1938 -3.0787 6.1913
H -2.1439 -1.3244 7.6614
H -1.9959 1.0630 6.9970
H -0.9012 1.6594 4.8517
H 3.2329 5.4221 3.2504
H 2.0046 5.6476 1.9871
H 4.4700 3.8321 1.8556
H 4.0596 5.1671 0.7545
O -0.8009 -1.1489 -0.3940
N -1.5064 -1.8093 0.5249
C -2.4538 -1.1555 1.2114
C -3.2390 -1.8253 2.1209
C -3.0372 -3.1827 2.3240
C -2.0319 -3.8234 1.6216
C -1.2605 -3.1057 0.7338
H -2.5066 -0.0961 1.0106
H -3.9864 -1.2749 2.6732
H -3.6393 -3.7257 3.0387
H -1.8126 -4.8697 1.7741
H -0.4319 -3.5096 0.1778
*
```

No. 6
Below is C5H6Br2 as an isolated structure in a non-equilibrium geometry, with properties calculated with ωB97M-V with the def2-TZVPD basis set.

Calculated values
* E: -145361.1267 eV
* Kohn-Sham gap: 8.0 eV
* ΔE to the lowest compared entry with this formula, charge and spin: 5.207 eV

The geometry in ORCA input format:
```
! wB97M-V def2-TZVPD RIJCOSX def2/J DEFGRID3
* xyz 0 1
C 1.0840 0.6230 1.0797
C 0.1092 0.4116 0.4066
C 1.7933 1.1898 2.1660
C -0.9702 -1.5839 -1.5751
C -1.3892 -0.1584 -1.3378
Br -0.8063 0.9848 -2.6709
Br -2.9017 0.4045 -0.4312
H 2.7610 1.0811 2.0912
H 1.5114 0.7344 3.1068
H 1.4667 2.2220 2.3562
H -1.7281 -2.0128 -2.1979
H -0.8175 -2.3047 -0.7651
H -0.1127 -1.5915 -2.2287
*
```

One value per record, in order, for HOMO energy: -9.16; -8.22; -13.14; -2.11; -7.13; -8.88 eV.